13
Properties=species:S:1:pos:R:3:forces:R:3:lowdin_spin:R:1 method="wB97M-V/def2-TZVPD" homo_ha="-0.0105 / -0.1135" charge=-1 multiplicity=2 fmax_ha_per_bohr=0.019 total_energy_ev=-16018.196 homo_lumo_gap_ev="4.330 / 7.046"
S 2.9424 0.3240 0.5487 0.76 0.62 0.08 0.00
H 3.0040 0.1469 1.8776 -0.02 0.04 0.02 0.00
C -1.5107 1.2899 -0.6239 0.01 -0.29 0.30 0.01
N 0.6831 -1.6077 0.2364 -0.15 -0.10 -0.10 0.20
C -0.4842 -0.9387 -0.0958 -0.37 0.13 -0.02 0.51
N -0.4355 0.4500 -0.2156 0.54 0.22 -0.17 0.17
H -1.8282 1.9266 0.2140 -0.34 0.06 -0.13 0.01
H -2.3549 0.6797 -0.9545 -0.03 0.05 0.06 0.01
H -1.2388 1.9495 -1.4550 0.03 0.02 -0.09 0.00
H 1.5978 -1.0917 0.3235 -0.73 -0.39 -0.08 0.01
H 0.6301 -2.6002 0.3546 0.06 0.01 0.00 0.00
H -1.4184 -1.4458 -0.2800 0.05 -0.04 0.01 0.07
H 0.4133 0.9177 0.0701 0.19 -0.31 0.10 0.00

***

14
Properties=species:S:1:pos:R:3:forces:R:3:nbo_charge:R:1 method="wB97M-V/def2-TZVPD" homo_ha="-0.2576 / -0.2572" fmax_ha_per_bohr=0.083 total_energy_ev=-26850.614 homo_lumo_gap_ev="7.587 / 7.579"
C -1.2495 0.4934 0.7907 -1.50 -3.95 -0.63 -0.46
C 0.3799 1.3567 -0.5882 -2.07 -0.89 -1.02 -0.30
N -1.1328 -0.0969 -1.6150 -1.22 -0.31 0.05 -0.56
N -0.7546 0.6265 -0.6017 1.25 0.64 -0.09 -0.05
S 0.3846 2.6009 0.6083 0.39 0.67 1.07 0.01
S 1.7227 -2.9044 0.4395 -0.19 -1.71 0.50 -0.30
H -2.2025 -0.1747 0.8742 1.79 1.22 -0.50 0.22
H -0.3708 -0.0458 1.1604 -0.73 0.00 1.00 0.24
H -1.4181 1.3817 1.3154 -0.30 1.34 0.40 0.23
H 0.9119 1.4677 -1.5103 0.09 0.00 -0.29 0.22
H -2.0670 -0.5543 -1.4291 1.51 0.64 0.34 0.32
H 2.8168 -3.1414 -0.2891 0.06 0.03 -0.06 0.14
H 1.3502 3.2630 0.0383 0.81 0.60 -0.35 0.13
H 1.6292 -4.2723 0.8066 0.10 1.71 -0.43 0.16

***

13
Properties=species:S:1:pos:R:3:forces:R:3:nbo_charge:R:1 method="wB97M-V/def2-TZVPD" homo_ha=-0.5184 charge=+1 fmax_ha_per_bohr=0.036 total_energy_ev=-6665.768 homo_lumo_gap_ev=8.736
C 1.3432 -0.7459 0.0300 -0.41 -1.82 -0.18 0.20
N 0.9036 -1.9616 0.2365 0.15 1.36 -0.39 -0.64
H 1.4765 -0.0691 0.8593 0.90 -0.10 0.14 0.25
H 1.5562 -0.5038 -1.0026 -0.39 0.49 0.28 0.24
H 0.2624 -2.3320 -0.4720 1.07 -0.70 0.11 0.44
H 1.0270 -2.4487 1.1204 -0.88 0.43 0.16 0.45
N -0.2342 0.9765 -1.1117 -0.52 0.65 -0.37 -0.86
C -0.9382 1.3546 0.0504 -0.58 -0.29 -0.22 0.28
N -1.0978 0.4857 0.9618 -0.05 1.01 0.49 -0.71
H -0.6013 0.1707 -1.6140 -0.17 0.09 0.39 0.39
H -0.2573 1.7557 -1.7526 0.32 0.01 -0.35 0.40
H -1.3218 2.4085 -0.0273 0.43 -0.89 0.69 0.19
H -1.5724 0.8625 1.8003 0.13 -0.25 -0.75 0.38

***

13
Properties=species:S:1:pos:R:3:forces:R:3:nbo_charge:R:1 method="wB97M-V/def2-TZVPD" homo_ha=-0.5547 charge=+1 fmax_ha_per_bohr=0.085 total_energy_ev=-6667.818 homo_lumo_gap_ev=11.700
C 0.0326 0.1497 0.7324 -0.04 -1.68 -3.52 0.68
N 0.3358 -1.1667 1.0008 -3.09 0.33 -3.05 -0.78
N -0.6013 0.5524 -0.4102 -0.05 1.56 0.12 -0.58
N 0.5481 1.0209 1.5050 1.30 0.79 2.54 -0.72
C -0.5774 -0.2826 -1.6598 -0.10 0.50 2.03 -0.41
H 1.2339 -1.3777 1.3371 1.13 -0.34 0.58 0.42
H -0.0382 -1.8047 0.2496 0.85 0.67 1.49 0.42
H -0.6792 1.6219 -0.6052 0.21 -2.80 0.91 0.43
H 0.3697 1.9941 1.3920 0.27 0.55 0.20 0.43
H 1.1573 0.6292 2.2260 -0.52 1.04 0.10 0.43
H -1.3636 -1.0054 -1.5830 -0.14 -0.81 -0.06 0.22
H -0.8459 0.3433 -2.4746 0.15 0.58 -0.69 0.24
H 0.4283 -0.6743 -1.7102 0.03 -0.40 -0.65 0.21